Entry 1:
The following is a quantum chemistry calculation of C5H7N in the gas phase, from OMol25.

Values from the calculation:
relative energy (zero: lowest compared OMol25 entry of this formula, charge and spin)	5.9144	eV
energy	-249.2559	Ha
Kohn-Sham gap (spin up / spin down)	9.17 / 8.17	eV
largest force on an atom	0.0814	Eh/bohr

The geometry in XYZ format:
```
13
Properties=species:S:1:pos:R:3:forces:R:3
C 1.6343 -0.1752 -0.2215 1.2 -0.6 -0.5
C 0.5202 -1.0865 0.2835 0.7 3.1 1.9
C -1.1968 0.7318 -0.7196 2.4 0.5 -1.6
C -0.7074 -0.1753 0.3683 -1.8 -3.6 0.9
C -0.7545 1.2107 0.6128 0.9 -2.5 -3.2
N 1.8936 1.0259 0.0109 -1.1 -1.3 -0.3
H 2.3230 -0.8695 -0.7441 0.6 0.8 -0.2
H 0.2442 -1.9686 -0.2941 0.7 -0.1 0.2
H 0.9793 -1.2227 1.3554 -1.4 -0.7 -1.8
H -0.4612 0.7393 -1.6320 -1.5 0.7 1.6
H -2.2395 0.8188 -0.9690 -0.3 -0.3 -0.1
H -1.4501 -0.9637 0.6595 -0.3 1.4 0.6
H -0.7852 1.9349 1.2900 -0.2 2.8 2.5
```
Positions in Å, forces in eV/Å.

***

Entry 2:
The following is a quantum chemistry calculation of C5H7N in the gas phase, from OMol25.

Values from the calculation:
relative energy (zero: lowest compared OMol25 entry of this formula, charge and spin)	2.7033	eV
energy	-249.3739	Ha
Kohn-Sham gap	9.98	eV
largest force on an atom	0.0993	Eh/bohr
SMILES string	C1=C[C@@H]2CN2C1

The geometry in XYZ format:
```
13
Properties=species:S:1:pos:R:3:forces:R:3
C -1.4092 -0.0573 0.1332 -2.3 1.1 1.3
C -0.6847 -1.0970 -0.0728 1.5 -4.2 -2.6
C 0.6730 -0.6866 -0.5902 0.3 -1.9 2.0
C 1.4243 -0.0540 0.5532 3.4 0.7 -2.7
N 0.7876 0.7217 -0.5276 -1.2 1.5 1.0
C -0.5920 1.1976 -0.1787 -0.8 2.0 0.6
H -2.4199 -0.3013 0.5694 0.9 1.5 -0.6
H -1.0424 -2.1969 -0.1553 0.7 2.1 0.7
H 1.2397 -1.2879 -1.2779 -0.1 0.1 -0.5
H 1.0618 -0.0690 1.5276 -0.9 0.0 1.4
H 2.5766 0.0749 0.4554 -2.1 -0.5 0.4
H -0.6647 2.0293 0.6539 0.6 -1.8 -1.4
H -0.9502 1.7265 -1.0904 -0.1 -0.4 0.5
```
Positions in Å, forces in eV/Å.

***

Entry 3:
The following is a quantum chemistry calculation of C5H7N in the gas phase, from OMol25.

Values from the calculation:
relative energy (zero: lowest compared OMol25 entry of this formula, charge and spin)	5.2607	eV
energy	-249.2799	Ha
Kohn-Sham gap (spin up / spin down)	7.36 / 8.12	eV
largest force on an atom	0.0377	Eh/bohr

The geometry in XYZ format:
```
13
Properties=species:S:1:pos:R:3:forces:R:3
C -1.1737 0.7388 -0.0105 0.1 -0.3 -0.3
C -1.0937 -0.7646 0.1286 -0.9 -0.1 1.4
C 0.0017 0.8261 -0.9324 -0.2 1.6 -1.0
N 0.9083 -0.2373 -0.8181 0.9 0.8 -0.7
C 1.5273 -0.1220 0.4705 -0.5 -0.9 0.5
C 0.2402 -1.1903 -0.0222 0.9 -0.4 0.5
H -1.0492 1.3047 0.9495 0.0 -0.4 -0.3
H -2.1019 1.1218 -0.4543 0.2 -0.2 0.0
H -1.9096 -1.3958 0.4640 0.2 0.1 0.0
H 0.3710 1.7265 -1.4180 -0.1 -0.1 0.2
H 1.1431 0.6305 1.1565 0.1 -0.1 -0.2
H 2.5729 -0.4150 0.5904 -0.4 -0.3 -0.1
H 0.5635 -2.2233 -0.1039 -0.1 0.2 0.0
```
Positions in Å, forces in eV/Å.

***

Entry 4:
The following is a quantum chemistry calculation of 2 unconnected molecules or ions with the total composition C5H7N, from OMol25.

Values from the calculation:
relative energy (zero: lowest compared OMol25 entry of this formula, charge and spin)	5.7713	eV
energy	-249.2611	Ha
Kohn-Sham gap	9.60	eV
largest force on an atom	0.0953	Eh/bohr
SMILES string	C1=CN=1.C=CC

The geometry in XYZ format:
```
13
Properties=species:S:1:pos:R:3:forces:R:3
C 0.7902 0.7314 -2.6430 0.6 0.9 0.3
C 1.8153 1.6586 -3.0096 -0.2 -1.6 1.3
N 1.0687 1.1500 -3.9227 0.0 0.3 -1.2
H 2.7548 2.1602 -2.8038 -0.4 0.4 -0.4
C -1.1339 -0.7539 0.0476 0.5 -4.9 0.4
C -0.6734 -1.0670 1.2484 1.2 -2.0 -0.8
C -0.3997 -0.1731 2.3986 0.5 -1.0 1.8
H -1.6313 0.0870 -0.1179 -1.6 3.9 -1.1
H -1.2929 -1.6014 -0.6814 0.4 1.3 0.7
H -0.3121 -2.1305 1.3348 -0.3 1.1 0.1
H -1.3680 0.2347 2.7683 0.9 0.4 -0.3
H 0.4066 0.5619 2.0995 -1.2 -0.5 0.8
H -0.0244 -0.8580 3.2812 -0.4 1.6 -1.6
```
Positions in Å, forces in eV/Å.

***

Entry 5:
The following is a quantum chemistry calculation of C5H7N in the gas phase, from OMol25.

Values from the calculation:
relative energy (zero: lowest compared OMol25 entry of this formula, charge and spin)	0.0607	eV
energy	-249.4710	Ha
Kohn-Sham gap	9.05	eV
largest force on an atom	0.0083	Eh/bohr
SMILES string	Cc1ccc[nH]1

The geometry in XYZ format:
```
13
Properties=species:S:1:pos:R:3:forces:R:3
C -0.5179 1.2975 1.3347 0.0 0.1 0.0
C -0.1707 0.3291 0.2512 0.0 -0.1 0.0
C -0.9541 -0.2716 -0.7037 -0.1 0.1 0.1
C -0.1315 -1.1644 -1.4450 0.1 -0.1 0.0
C 1.1232 -1.0981 -0.9064 -0.1 -0.2 0.1
N 1.0972 -0.1807 0.1160 -0.1 0.0 0.0
H -0.1951 0.9298 2.3168 0.0 0.1 -0.2
H -0.0675 2.2854 1.1825 0.0 -0.1 0.0
H -1.6025 1.4267 1.3718 0.2 0.0 0.0
H -2.0206 -0.1365 -0.8145 0.1 0.1 0.0
H -0.4185 -1.8129 -2.2619 -0.1 0.1 0.2
H 1.9563 -1.7629 -1.0601 0.2 0.3 -0.2
H 1.9018 0.1584 0.6187 -0.1 -0.2 0.0
```
Positions in Å, forces in eV/Å.

***

Entry 6:
The following is a quantum chemistry calculation of C5H7N in the gas phase, from OMol25.

Values from the calculation:
relative energy (zero: lowest compared OMol25 entry of this formula, charge and spin)	1.1263	eV
energy	-249.4318	Ha
Kohn-Sham gap	11.18	eV
largest force on an atom	0.0402	Eh/bohr
SMILES string	C=CCCC#N

The geometry in XYZ format:
```
13
Properties=species:S:1:pos:R:3:forces:R:3
C 2.6851 0.3510 -0.2609 -0.6 0.0 -0.5
C 1.7752 -0.4385 0.3190 0.3 0.5 -0.6
C 0.3869 -0.4694 -0.2762 0.2 -1.2 1.7
C -0.5847 0.4845 0.3764 -0.4 0.1 1.8
C -1.9645 0.1407 0.0463 -1.6 0.1 -0.6
N -3.0603 -0.1272 -0.2229 1.4 0.3 0.4
H 3.6895 0.4082 0.1242 0.2 0.1 -0.1
H 2.4275 0.9446 -1.1872 0.4 -0.7 1.2
H 2.0283 -1.0733 1.1891 -0.3 0.5 -0.5
H -0.0331 -1.4779 -0.2160 0.0 0.0 0.2
H 0.4416 -0.2724 -1.2943 0.2 0.5 -2.0
H -0.5365 0.4036 1.4875 0.1 -0.2 -0.6
H -0.3843 1.5477 0.2289 0.0 -0.1 -0.5
```
Positions in Å, forces in eV/Å.

***

Entry 7:
The following is a quantum chemistry calculation of 2 unconnected molecules or ions with the total composition C5H7N, from OMol25.

Values from the calculation:
relative energy (zero: lowest compared OMol25 entry of this formula, charge and spin)	4.1966	eV
energy	-249.3190	Ha
Kohn-Sham gap	10.87	eV
largest force on an atom	0.0124	Eh/bohr
SMILES string	C1=NC1.C=C=C

The geometry in XYZ format:
```
13
Properties=species:S:1:pos:R:3:forces:R:3
C 1.5609 1.4018 -1.1919 0.2 -0.2 0.5
N 1.9670 0.8702 -0.1324 -0.1 0.4 -0.5
C 1.4571 -0.0447 -1.2429 -0.1 -0.3 -0.1
H 1.4276 2.3933 -1.6095 0.0 -0.2 0.1
H 2.2113 -0.6463 -1.7535 -0.2 0.2 0.1
H 0.4980 -0.5310 -1.0589 0.2 0.1 -0.1
C -2.1283 -1.0385 0.1425 0.2 0.1 0.3
C -1.2894 -0.4785 0.9808 -0.2 -0.1 0.0
C -0.4696 0.0569 1.8463 -0.2 -0.1 -0.1
H -2.4817 -2.0528 0.3150 0.1 0.2 0.0
H -2.5046 -0.5189 -0.7363 0.1 0.0 0.2
H -0.8599 0.6048 2.7023 0.1 -0.1 -0.2
H 0.6117 -0.0163 1.7385 -0.3 0.0 0.0
```
Positions in Å, forces in eV/Å.

***

Entry 8:
The following is a quantum chemistry calculation of 2 unconnected molecules or ions with the total composition C5H7N, from OMol25.

Values from the calculation:
relative energy (zero: lowest compared OMol25 entry of this formula, charge and spin)	4.0250	eV
energy	-249.3253	Ha
Kohn-Sham gap	8.14	eV
largest force on an atom	0.0109	Eh/bohr

The geometry in XYZ format:
```
13
Properties=species:S:1:pos:R:3:forces:R:3
C -1.3663 -0.5057 1.0157 0.1 0.0 0.1
C -0.1128 -0.1482 0.7309 -0.1 0.0 -0.2
C 0.9271 -0.9671 0.1060 0.0 0.1 -0.1
C 1.6271 -0.1427 -0.6944 0.1 -0.1 0.0
C 1.2367 1.2921 -0.4948 -0.2 -0.3 0.4
N 0.2902 1.1817 0.4490 0.1 0.2 -0.2
H -2.1419 0.2354 1.1865 0.2 -0.1 0.1
H -1.2689 0.3238 -1.4533 0.0 0.1 -0.3
H -1.6784 -1.5452 0.9931 0.2 0.1 0.2
H 1.0197 -2.0378 0.2471 -0.1 0.1 -0.2
H 2.3321 -0.4516 -1.4591 0.1 0.1 0.4
H -0.7530 0.7938 -1.7272 -0.3 -0.2 -0.2
H -0.2932 1.9702 0.6947 0.1 -0.1 0.1
```
Positions in Å, forces in eV/Å.

***

Entry 9:
The following is a quantum chemistry calculation of a molecular structure, C5H7N, from OMol25.

Values from the calculation:
relative energy (zero: lowest compared OMol25 entry of this formula, charge and spin)	4.1190	eV
energy	-249.3219	Ha
Kohn-Sham gap	8.75	eV
largest force on an atom	0.0056	Eh/bohr

The geometry in XYZ format:
```
13
Properties=species:S:1:pos:R:3:forces:R:3
C 0.9351 0.8519 0.0281 0.0 0.1 0.2
C -0.1545 0.7968 -0.9780 -0.1 0.0 -0.1
C -1.2411 0.0044 -0.5746 0.1 0.0 0.1
C -1.0530 -0.8453 0.4950 -0.3 0.0 -0.1
N 0.2578 -1.3631 0.7452 0.0 0.1 -0.2
C 0.8566 -0.1042 1.0416 0.2 0.2 0.0
H 1.5073 1.7696 0.1284 -0.1 -0.1 0.0
H 1.1725 0.2536 -1.0382 0.0 -0.1 -0.1
H -0.1648 1.4888 -1.8127 0.0 -0.1 0.2
H -2.2185 0.1524 -1.0256 0.1 0.0 0.1
H -1.8701 -1.2599 1.0809 0.1 0.1 -0.1
H 0.6557 -1.7729 -0.1054 -0.1 0.1 0.1
H 1.3168 0.0280 2.0152 0.0 0.0 -0.1
```
Positions in Å, forces in eV/Å.

***

Entry 10:
The following is a quantum chemistry calculation of C5H7N in the gas phase, from OMol25.

Values from the calculation:
relative energy (zero: lowest compared OMol25 entry of this formula, charge and spin)	0.1657	eV
energy	-249.4671	Ha
Kohn-Sham gap	9.26	eV
largest force on an atom	0.0157	Eh/bohr
SMILES string	Cc1cc[nH]c1

The geometry in XYZ format:
```
13
Properties=species:S:1:pos:R:3:forces:R:3
C 0.5411 -1.5529 1.0216 -0.2 -0.2 0.4
C 0.1825 -0.2865 0.3138 -0.2 -0.3 -0.5
C -1.1214 0.3019 0.2890 0.5 -0.6 0.0
C -1.1159 1.2777 -0.6648 -0.1 0.3 0.4
N 0.1339 1.3176 -1.2194 -0.4 0.4 0.0
C 0.9287 0.3672 -0.6295 0.3 0.4 -0.1
H 0.0483 -1.6384 1.9952 0.1 0.2 0.0
H 0.1931 -2.4300 0.4697 0.1 0.1 -0.2
H 1.6099 -1.6518 1.1916 0.1 0.0 -0.1
H -1.9235 -0.0868 0.8915 -0.3 0.3 0.0
H -1.8554 2.0242 -0.8997 -0.1 -0.1 -0.2
H 0.4188 2.0754 -1.8215 0.2 -0.4 0.1
H 1.9600 0.2826 -0.9376 -0.1 -0.2 0.1
```
Positions in Å, forces in eV/Å.

***

Number 7 is which compound?
C5H7N

***

Look up the energy of the third one.
-249.2799 Ha

***

Which of these has the lowest energy?
number 5